DFT (ωB97M-V/def2-TZVPD) results for a structure of composition C3H10N5Ti.

**Highest occupied orbital energy (alpha / beta)**: -0.261 / -5.634 eV
**2S+1**: 3
**Total energy**: -33836.9633 eV
**Largest force on an atom**: 2.7 eV Å⁻¹
**Gap between HOMO and LUMO (alpha / beta)**: 2.97 / 8.51 eV
**Net charge**: -1

Cartesian coordinates (Å):
C -2.05629 0.61417 -1.40278
Ti -0.33990 0.11842 -0.54595
N 1.06815 0.58338 1.04781
N 0.62039 -1.34268 -1.95110
H 1.00827 -0.08538 1.80965
H 0.31672 1.61914 -0.53029
H -2.55379 1.17977 -0.59657
H -2.60977 -0.30115 -1.73744
H -1.82049 1.35845 -2.17610
H 0.76795 -2.27403 -1.52120
H 1.55490 -0.99893 -2.24127
H 0.09675 -1.51736 -2.83244
H 2.01903 0.67695 0.67428
H 0.78296 1.50266 1.37046
N -1.13752 -1.32349 0.64972
C -1.59057 -2.06253 1.46766
N -1.92741 -3.02463 2.19177
C -2.63062 -3.12108 3.30336
N -3.23406 -3.34481 4.29672

For each atom in turn, the Löwdin charge in e is: number 1, C, carries -0.370; number 2, Ti, carries 0.279; number 3, N, carries -0.108; number 4, N, carries -0.075; number 5, H, carries 0.035; number 6, H, carries -0.084; number 7, H, carries -0.020; number 8, H, carries -0.004; number 9, H, carries -0.031; number 10, H, carries -0.003; number 11, H, carries -0.027; number 12, H, carries 0.015; number 13, H, carries 0.025; number 14, H, carries 0.017; number 15, N, carries 0.003; number 16, C, carries -0.359; number 17, N, carries 0.064; number 18, C, carries -0.408; number 19, N, carries 0.049